{
  "formula": "C53H80BN6OOsP2S4Si",
  "method": "wB97M-V/def2-TZVPD",
  "s2": 6.0627,
  "max_force_ha_per_bohr": 0.0783,
  "multiplicity": 5,
  "total_charge": 1,
  "orbital_gap_ev": [7.0, 5.3],
  "elements": ["Os", "S", "S", "S", "S", "P", "P", "Si", "O", "N", "N", "N", "N", "N", "N", "C", "C", "C", "C", "C", "C", "C", "C", "C", "C", "C", "C", "C", "C", "C", "C", "C", "C", "C", "C", "C", "C", "C", "C", "C", "C", "C", "C", "C", "C", "C", "C", "C", "C", "C", "C", "C", "C", "C", "C", "C", "C", "C", "C", "C", "C", "C", "C", "C", "C", "C", "C", "C", "B", "H", "H", "H", "H", "H", "H", "H", "H", "H", "H", "H", "H", "H", "H", "H", "H", "H", "H", "H", "H", "H", "H", "H", "H", "H", "H", "H", "H", "H", "H", "H", "H", "H", "H", "H", "H", "H", "H", "H", "H", "H", "H", "H", "H", "H", "H", "H", "H", "H", "H", "H", "H", "H", "H", "H", "H", "H", "H", "H", "H", "H", "H", "H", "H", "H", "H", "H", "H", "H", "H", "H", "H", "H", "H", "H", "H", "H", "H", "H", "H"],
  "xyz": [[-0.1891, -0.6480, -1.2936], [-0.2670, -2.6747, -3.2038], [-4.4246, 6.8623, 2.3428], [-2.0324, 1.6639, 2.2283], [-4.0691, 3.9007, 2.4927], [-1.9824, -1.8235, 2.0460], [-0.2754, 1.2648, -2.7033], [2.8896, -0.4159, 0.8746], [1.5370, -0.5086, 0.0719], [-3.2328, -0.6197, -0.1248], [-2.6924, 0.9712, -1.6693], [-1.5579, 4.2547, 2.1036], [-0.6377, -5.2793, -3.0404], [1.4567, -4.4922, -2.4295], [-2.1006, 5.4762, 2.1695], [4.5508, 3.9845, 0.7945], [1.9480, 2.4511, -1.5502], [-1.7923, -4.7593, 1.7838], [-0.2094, 2.5953, -0.3497], [0.2319, 4.1024, -2.2846], [-3.8365, 1.3763, -1.0346], [1.6593, -0.4582, 3.4951], [-0.0555, 6.3213, 1.2632], [0.4551, 2.7034, -1.7222], [4.6896, 1.7309, -0.0142], [-2.0409, -5.1391, -3.3750], [-2.0858, 1.6805, -2.7574], [-3.9095, -3.3876, 3.6431], [-3.3449, -1.7840, 0.7204], [4.0419, -0.6341, 3.4708], [2.0459, -5.7727, -2.0911], [5.4645, -1.7497, 0.5185], [-1.4526, 7.8218, 2.5330], [-2.3001, -5.2793, -4.8706], [-2.4016, 3.2895, 2.2507], [3.9304, -1.6193, -1.4480], [-3.4444, 5.5322, 2.3484], [-1.2198, 6.5635, 1.9897], [3.4329, -3.1520, 0.4349], [-5.3180, 0.5535, 0.6909], [-4.5886, 2.5322, -1.1774], [4.0661, -0.6088, 4.8522], [3.6401, 1.3461, 0.8083], [2.8396, -0.5851, 2.7743], [0.2590, -3.4140, 2.3344], [-0.7209, -3.3363, 0.0817], [0.6017, 8.6042, 1.5564], [2.7699, -6.4302, -3.2641], [-6.0559, 1.7139, 0.5483], [1.6785, -0.4250, 4.8809], [-0.4222, 2.4718, -5.2818], [0.2315, 1.3061, -4.5401], [-0.5417, 8.8376, 2.3010], [-2.0499, -2.1830, 4.8123], [-4.1752, 0.3884, -0.0824], [-5.6911, 2.7025, -0.3615], [-1.0631, -3.4378, 1.5648], [1.7537, 1.3692, -4.6686], [3.5124, 3.6136, 1.6317], [0.2104, -4.2647, -2.8636], [2.8815, -0.5098, 5.5608], [0.8506, 7.3385, 1.0509], [-0.2592, -0.0097, -5.1431], [-3.9039, -0.9030, 3.7651], [-3.0181, -2.1476, 3.6278], [3.0708, 2.3031, 1.6415], [5.1519, 3.0367, -0.0143], [4.0086, -1.7866, 0.0688], [-2.2276, -0.2546, -1.0850], [4.3949, -0.6903, -1.7667], [-1.2631, 2.8586, -0.3893], [5.9741, 3.3158, -0.6582], [-0.4350, -2.2833, -0.1592], [-0.0737, -0.0203, -6.2157], [5.8570, -0.7377, 0.5577], [3.0517, 4.3430, 2.2819], [-0.8115, 4.3084, -2.5028], [4.0203, -3.9475, -0.0248], [0.7513, -0.3022, 5.4244], [-4.3104, -1.7666, 1.2217], [1.2681, -6.4348, -1.6997], [0.8991, -2.6274, 1.9408], [-0.1270, 1.5796, 0.0555], [4.4393, -2.4410, -1.9556], [-1.4991, 2.3435, -5.3518], [5.0087, -0.6389, 5.3782], [0.1013, -3.2156, 3.3889], [2.1352, 2.3485, -4.3946], [4.9782, -0.6672, 2.9354], [3.5863, -5.8039, -3.6142], [2.2653, 2.0265, 2.3041], [2.2247, 0.6138, -4.0405], [0.7185, -0.3616, 2.9670], [-1.9819, -6.2553, -5.2280], [-3.3033, -2.6794, 0.0958], [-4.8251, -1.0119, 3.2009], [1.7493, 7.1382, 0.4881], [2.8898, -1.5905, -1.7780], [0.5491, 4.8277, -1.5384], [-3.3635, -5.1772, -5.0659], [2.0990, -6.6032, -4.1012], [2.0475, 1.1798, -5.7005], [-3.3548, -4.2801, 3.9089], [3.4493, -3.3037, 1.5112], [-1.3921, -1.3164, 4.7900], [0.7690, -4.3718, 2.2319], [-6.9341, 1.8625, 1.1581], [0.1235, 5.3299, 0.8814], [2.3188, 3.0472, -0.7191], [-3.3850, -0.0134, 3.4138], [-0.0339, 2.5052, -6.2985], [-0.2823, -6.2242, -3.0110], [2.4036, -3.2392, 0.0961], [2.7584, -5.5975, -1.2837], [-2.2467, 2.7584, -2.6649], [0.1432, -3.9659, -0.1295], [1.2969, 9.4058, 1.3696], [-2.6056, -2.1600, 5.7492], [0.8225, 4.2798, -3.1779], [2.9043, -0.4793, 6.6393], [-1.7638, -4.5065, -5.4159], [0.2814, 3.2614, 0.3564], [2.0618, -3.6831, -2.3847], [-1.4410, -3.0848, 4.8133], [-1.2939, -5.5467, 1.2182], [6.0895, -2.3273, -0.1637], [2.1276, 1.4034, -1.3091], [-2.5106, 1.3446, -3.7114], [-1.5437, -3.6504, -0.5606], [-0.2124, 3.4272, -4.8133], [-1.3262, -0.1555, -4.9804], [-2.3214, 8.0116, 3.1412], [-5.6450, -0.1924, 1.3967], [-1.7732, -5.0509, 2.8278], [-4.1806, -0.7455, 4.8050], [3.1828, -7.3838, -2.9467], [-2.3660, -4.1511, -3.0399], [4.9017, 5.0050, 0.7825], [-0.7281, 9.8156, 2.7163], [-6.2788, 3.6047, -0.4417], [-2.8233, -4.7005, 1.4469], [2.5223, 2.7233, -2.4299], [-4.3218, 3.2899, -1.8975], [5.5603, -2.1945, 1.5053], [-4.3986, -3.5499, 2.6865], [-2.5839, -5.9117, -2.8220], [5.1653, 1.0193, -0.6733], [-4.6903, -3.2577, 4.3895], [0.2699, -0.8489, -4.6988]],
  "forces_ev_per_a": [[2.52, -0.86, 0.36], [-0.17, 1.02, 0.12], [0.16, -0.51, -0.02], [0.35, 0.25, -0.02], [1.01, 0.31, -0.08], [-0.38, -0.72, -0.08], [-0.58, 1.01, -0.33], [2.20, 0.05, 1.00], [-3.55, -0.16, -1.90], [0.11, -0.21, -0.18], [0.06, 0.08, -0.18], [1.48, 1.26, -0.09], [0.51, -0.15, 0.19], [-0.14, 0.07, -0.08], [0.47, -1.22, 0.12], [0.11, 0.11, 0.00], [0.02, -0.14, -0.12], [0.04, 0.21, -0.09], [-0.02, -0.24, -0.15], [-0.12, -0.23, -0.21], [-0.55, -0.11, 0.43], [-0.05, -0.06, 0.06], [-0.15, -0.05, -0.02], [0.16, -0.32, 0.08], [0.13, 0.10, -0.03], [-0.48, 0.04, -0.29], [0.09, -0.24, -0.12], [0.12, 0.09, 0.01], [0.51, -0.26, 0.51], [0.08, -0.08, 0.04], [0.18, -0.33, -0.12], [-0.02, 0.03, 0.03], [-0.12, -0.14, 0.17], [0.07, 0.02, 0.27], [-2.11, -0.86, 0.36], [-0.16, 0.11, 0.13], [-2.04, 0.39, 0.08], [0.78, 0.68, -0.20], [-0.06, 0.22, 0.04], [0.05, -0.14, 0.03], [0.05, 0.04, -0.04], [0.09, 0.03, 0.07], [-0.14, -0.93, -0.16], [-0.37, -0.14, -0.96], [-0.18, 0.10, -0.07], [-0.30, -0.09, 0.20], [-0.01, 0.08, -0.01], [-0.13, 0.07, 0.16], [-0.08, 0.14, -0.06], [-0.16, 0.09, 0.05], [-0.05, 0.01, 0.32], [0.04, -0.40, 0.33], [0.12, -0.06, -0.05], [0.00, 0.00, -0.16], [-0.39, 0.60, -0.39], [-0.08, -0.06, -0.04], [-0.08, 0.52, 0.21], [-0.11, 0.04, 0.17], [-0.10, 0.09, 0.06], [0.44, -0.32, 0.35], [-0.07, 0.00, 0.10], [-0.02, 0.02, 0.01], [0.06, 0.01, 0.24], [0.18, 0.01, -0.14], [0.26, -0.01, -0.25], [0.00, 0.10, 0.04], [0.08, 0.08, -0.18], [-0.22, 0.41, 0.23], [0.21, 0.62, 0.09], [0.09, 0.13, -0.18], [-0.17, 0.02, 0.02], [0.06, 0.04, -0.03], [-0.02, -0.39, 0.25], [0.01, 0.07, -0.11], [0.17, 0.11, 0.01], [-0.05, 0.09, 0.07], [-0.18, 0.09, -0.06], [0.15, -0.17, -0.11], [-0.03, -0.03, 0.09], [0.02, -0.10, -0.08], [0.06, 0.08, 0.09], [0.11, 0.04, 0.07], [0.03, 0.23, 0.13], [0.13, -0.13, -0.08], [-0.12, 0.05, -0.02], [0.09, -0.04, 0.05], [0.10, -0.03, 0.19], [0.08, 0.05, 0.02], [0.13, 0.00, -0.06], [0.07, 0.07, -0.01], [-0.15, -0.05, 0.16], [0.15, -0.03, 0.04], [-0.13, -0.03, -0.02], [0.04, -0.10, -0.09], [-0.10, -0.01, 0.16], [-0.12, 0.03, -0.09], [0.09, 0.00, -0.07], [-0.09, -0.02, -0.11], [0.09, 0.05, 0.15], [-0.11, 0.02, -0.07], [-0.09, -0.04, -0.11], [-0.08, -0.05, -0.09], [0.00, -0.13, -0.02], [-0.05, -0.10, 0.17], [0.14, 0.08, 0.06], [0.11, -0.10, -0.03], [-0.07, -0.03, 0.07], [0.05, -0.03, -0.06], [0.00, 0.05, 0.02], [-0.18, 0.05, 0.12], [0.08, -0.06, -0.08], [0.08, 0.11, 0.06], [-0.27, -0.09, -0.06], [-0.14, 0.01, 0.06], [0.11, -0.09, -0.05], [0.11, 0.10, -0.11], [0.12, 0.12, 0.01], [-0.09, -0.02, 0.08], [0.07, 0.04, -0.13], [-0.04, 0.01, 0.12], [0.02, 0.04, -0.08], [0.09, 0.06, 0.03], [-0.16, 0.02, -0.03], [0.07, -0.05, 0.01], [0.09, -0.14, -0.07], [0.10, -0.11, -0.07], [0.14, 0.09, 0.01], [0.07, 0.17, 0.06], [0.03, 0.21, -0.08], [0.00, 0.15, -0.02], [-0.14, -0.07, -0.05], [0.05, -0.02, -0.05], [0.03, -0.07, 0.07], [-0.05, -0.03, 0.12], [-0.04, -0.07, 0.17], [0.05, -0.10, -0.02], [-0.01, -0.24, 0.09], [0.06, 0.12, 0.02], [-0.02, 0.08, 0.04], [-0.05, 0.05, 0.01], [-0.15, -0.13, -0.03], [0.04, -0.02, -0.09], [0.04, 0.08, -0.12], [0.12, 0.00, 0.13], [-0.14, -0.06, -0.12], [0.03, 0.16, 0.00], [0.04, -0.09, -0.06], [-0.11, 0.03, 0.15], [0.03, 0.01, -0.15]],
  "lowdin_spin": [2.39, 0.12, 0.14, 0.48, -0.04, 0.00, 0.02, 0.02, 0.15, 0.03, 0.04, 0.21, 0.02, 0.01, 0.11, 0.00, 0.00, 0.00, 0.03, 0.00, 0.01, 0.00, 0.01, 0.02, 0.00, 0.00, 0.01, 0.00, 0.00, 0.00, 0.00, 0.00, 0.01, 0.00, 0.02, 0.00, 0.00, 0.00, 0.00, 0.01, 0.01, 0.00, 0.00, 0.00, 0.00, 0.01, 0.01, 0.00, 0.01, 0.00, 0.00, 0.00, 0.00, 0.00, 0.02, 0.01, 0.00, 0.00, 0.00, 0.03, 0.00, 0.00, 0.00, 0.00, 0.00, 0.00, 0.00, 0.00, 0.02, 0.00, 0.00, 0.00, 0.01, 0.00, 0.00, 0.00, 0.00, 0.00, 0.00, 0.00, 0.00, 0.00, 0.02, 0.00, 0.00, 0.00, 0.00, 0.00, 0.00, 0.00, 0.00, 0.00, 0.00, 0.00, 0.00, 0.00, 0.00, 0.00, 0.00, 0.00, 0.00, 0.00, 0.00, 0.00, 0.00, 0.00, 0.00, 0.00, 0.00, 0.00, 0.00, 0.00, 0.00, 0.00, 0.00, 0.00, 0.00, 0.00, 0.00, 0.00, 0.00, 0.00, 0.00, 0.00, 0.00, 0.00, 0.00, 0.00, 0.00, 0.00, 0.00, 0.00, 0.00, 0.00, 0.00, 0.00, 0.00, 0.00, 0.00, 0.00, 0.00, 0.00, 0.00, 0.00, 0.00, 0.00, 0.00, 0.00, 0.00]
}